No. 1
{"formula": "C63H56F10O3", "method": "ωB97M-V with the def2-TZVPD basis set", "gap_ev": 9.37, "charge": 0, "spin_multiplicity": 1, "e_homo_ev": -8.834, "species": ["C", "O", "C", "O", "O", "C", "H", "H", "H", "H", "H", "H", "F", "C", "C", "C", "C", "C", "C", "H", "H", "H", "H", "H", "F", "C", "C", "C", "C", "C", "C", "H", "H", "H", "H", "H", "F", "C", "C", "C", "C", "C", "C", "H", "H", "H", "H", "H", "F", "C", "C", "C", "C", "C", "C", "H", "H", "H", "H", "H", "F", "C", "C", "C", "C", "C", "C", "H", "H", "H", "H", "H", "F", "C", "C", "C", "C", "C", "C", "H", "H", "H", "H", "H", "F", "C", "C", "C", "C", "C", "C", "H", "H", "H", "H", "H", "F", "C", "C", "C", "C", "C", "C", "H", "H", "H", "H", "H", "F", "C", "C", "C", "C", "C", "C", "H", "H", "H", "H", "H", "F", "C", "C", "C", "C", "C", "C", "H", "H", "H", "H", "H"], "coordinates": [[-21.286, -18.788, -14.076], [-20.876, -17.641, -13.327], [-21.749, -16.671, -13.175], [-22.949, -16.760, -13.422], [-21.170, -15.586, -12.706], [-21.928, -14.429, -12.416], [-21.201, -19.735, -13.542], [-20.636, -18.772, -14.951], [-22.283, -18.709, -14.508], [-22.367, -14.196, -13.386], [-21.251, -13.645, -12.078], [-22.746, -14.461, -11.695], [-17.998, -26.950, -14.330], [-18.432, -26.106, -15.279], [-17.465, -25.434, -16.029], [-17.883, -24.453, -16.923], [-19.235, -24.142, -17.168], [-20.173, -25.000, -16.489], [-19.802, -25.939, -15.538], [-16.407, -25.455, -15.815], [-17.242, -23.724, -17.397], [-19.534, -23.254, -17.705], [-21.224, -24.815, -16.651], [-20.559, -26.501, -15.012], [-16.126, -19.024, -16.896], [-16.284, -17.656, -17.182], [-16.725, -17.277, -18.462], [-16.987, -15.950, -18.780], [-16.669, -14.982, -17.870], [-16.226, -15.332, -16.577], [-16.078, -16.676, -16.285], [-16.831, -18.123, -19.125], [-17.335, -15.660, -19.761], [-16.866, -13.964, -18.174], [-16.097, -14.595, -15.799], [-15.825, -16.946, -15.271], [-20.129, -23.452, -22.975], [-19.280, -22.885, -22.035], [-19.848, -22.057, -21.108], [-19.125, -21.464, -20.109], [-17.736, -21.813, -19.986], [-17.132, -22.734, -20.891], [-17.908, -23.224, -21.961], [-20.868, -21.718, -21.210], [-19.442, -20.725, -19.388], [-17.159, -21.379, -19.184], [-16.098, -22.998, -20.724], [-17.445, -23.886, -22.678], [-16.180, -23.172, -12.356], [-16.210, -24.180, -11.447], [-15.996, -25.492, -11.899], [-15.972, -26.554, -11.005], [-16.237, -26.394, -9.662], [-16.562, -25.097, -9.203], [-16.631, -23.984, -10.097], [-15.958, -25.744, -12.949], [-15.845, -27.610, -11.191], [-16.276, -27.248, -9.002], [-16.792, -24.935, -8.160], [-16.871, -22.975, -9.796], [-23.516, -22.517, -22.022], [-23.723, -22.886, -20.764], [-23.664, -24.203, -20.471], [-23.759, -24.589, -19.132], [-23.821, -23.604, -18.135], [-23.766, -22.263, -18.469], [-23.639, -21.853, -19.807], [-23.587, -24.990, -21.206], [-23.667, -25.621, -18.826], [-23.931, -23.872, -17.095], [-23.699, -21.503, -17.705], [-23.524, -20.809, -20.059], [-21.193, -18.112, -17.786], [-22.353, -18.159, -18.456], [-22.358, -18.472, -19.796], [-23.564, -18.377, -20.550], [-24.758, -17.970, -19.873], [-24.681, -17.763, -18.485], [-23.532, -17.945, -17.776], [-21.454, -18.718, -20.334], [-23.638, -18.575, -21.610], [-25.700, -17.862, -20.391], [-25.590, -17.494, -17.968], [-23.432, -17.695, -16.730], [-22.249, -22.286, -15.349], [-20.992, -21.790, -15.247], [-20.504, -20.897, -16.172], [-19.138, -20.480, -16.089], [-18.420, -20.902, -14.996], [-18.878, -21.745, -13.975], [-20.221, -22.138, -14.100], [-21.142, -20.499, -16.947], [-18.772, -19.789, -16.834], [-17.408, -20.555, -14.850], [-18.357, -22.030, -13.072], [-20.660, -22.830, -13.396], [-18.579, -21.653, -10.650], [-19.870, -21.479, -10.157], [-20.821, -22.483, -10.353], [-22.056, -22.373, -9.674], [-22.360, -21.224, -9.036], [-21.456, -20.200, -8.900], [-20.202, -20.342, -9.433], [-20.593, -23.369, -10.928], [-22.741, -23.202, -9.572], [-23.328, -21.132, -8.568], [-21.729, -19.316, -8.342], [-19.454, -19.582, -9.264], [-22.945, -26.097, -14.209], [-23.797, -25.112, -13.899], [-23.405, -24.022, -13.157], [-24.370, -23.037, -12.999], [-25.633, -23.140, -13.625], [-25.944, -24.254, -14.409], [-25.030, -25.275, -14.462], [-22.403, -23.949, -12.761], [-24.168, -22.104, -12.495], [-26.437, -22.432, -13.488], [-26.944, -24.335, -14.807], [-25.356, -26.078, -15.107], [-10.766, -17.978, -14.927], [-11.752, -18.847, -14.577], [-11.783, -19.363, -13.264], [-12.751, -20.340, -12.902], [-13.794, -20.677, -13.819], [-13.858, -20.025, -15.061], [-12.858, -19.110, -15.434], [-10.944, -19.262, -12.591], [-12.567, -20.935, -12.020], [-14.505, -21.479, -13.684], [-14.728, -20.267, -15.654], [-12.808, -18.615, -16.393]], "lowdin_charge": [-0.020, 0.034, -0.612, 0.086, 0.008, -0.045, 0.092, 0.078, 0.092, 0.097, 0.095, 0.097, 0.052, -0.274, -0.019, -0.087, -0.054, -0.070, -0.014, 0.109, 0.091, 0.081, 0.087, 0.100, -0.002, -0.236, -0.012, -0.089, -0.091, -0.054, -0.048, 0.109, 0.108, 0.101, 0.106, 0.122, 0.028, -0.233, -0.041, -0.077, -0.080, -0.067, -0.005, 0.106, 0.088, 0.084, 0.098, 0.108, 0.037, -0.244, -0.015, -0.101, -0.102, -0.066, -0.002, 0.099, 0.105, 0.098, 0.093, 0.091, 0.062, -0.311, -0.022, -0.064, -0.096, -0.077, 0.014, 0.121, 0.103, 0.086, 0.094, 0.077, 0.059, -0.302, -0.028, -0.070, -0.065, -0.086, -0.024, 0.110, 0.103, 0.097, 0.107, 0.117, 0.052, -0.282, -0.048, -0.073, -0.089, -0.034, -0.008, 0.101, 0.097, 0.092, 0.084, 0.082, 0.010, -0.225, -0.005, -0.086, -0.121, -0.082, -0.021, 0.106, 0.110, 0.108, 0.111, 0.119, 0.058, -0.297, -0.020, -0.070, -0.078, -0.087, -0.036, 0.094, 0.102, 0.097, 0.106, 0.121, 0.043, -0.255, -0.021, -0.064, -0.078, -0.090, -0.011, 0.104, 0.095, 0.081, 0.077, 0.107]}

No. 2
{"formula": "CH6N4OS", "method": "ωB97M-V with the def2-TZVPD basis set", "relative_energy_kcal_mol": 174.2, "gap_ev": 7.13, "charge": 0, "spin_multiplicity": 1, "e_homo_ev": -8.187, "species": ["C", "H", "H", "H", "H", "H", "H", "N", "N", "N", "N", "O", "S"], "coordinates": [[0.121, 0.274, -0.209], [0.010, 2.955, -0.947], [-0.845, 1.364, -2.233], [1.946, 0.915, -0.930], [-1.097, -1.269, 0.195], [0.281, -1.515, -1.818], [0.594, 0.491, 3.768], [0.257, 1.803, -1.786], [0.936, 0.594, -1.285], [-0.961, -0.540, -0.580], [0.341, 0.321, 1.059], [-0.583, -1.148, -1.847], [-0.060, -0.666, 2.259]], "lowdin_charge": [-0.622, 0.226, 0.184, 0.183, 0.091, 0.064, 0.066, -0.126, -0.098, -0.006, -0.461, -0.077, 0.576]}

No. 3
{"formula": "C8H17O10SrV", "method": "ωB97M-V with the def2-TZVPD basis set", "gap_ev": 6.51, "charge": 0, "spin_multiplicity": 1, "e_homo_ev": -8.693, "species": ["O", "V", "O", "Sr", "C", "O", "O", "O", "O", "C", "O", "O", "H", "C", "C", "C", "O", "H", "H", "H", "H", "H", "H", "H", "H", "C", "C", "C", "O", "H", "H", "H", "H", "H", "H", "H", "H"], "coordinates": [[-17.298, 15.950, -18.545], [-15.970, 16.852, -18.308], [-15.240, 16.127, -17.067], [-13.006, 19.975, -18.574], [-14.407, 17.351, -20.403], [-15.293, 16.405, -20.382], [-13.527, 17.585, -21.237], [-14.494, 18.069, -19.280], [-17.118, 20.641, -16.440], [-16.210, 19.903, -17.162], [-15.082, 20.411, -17.370], [-16.580, 18.741, -17.468], [-17.769, 19.923, -16.320], [-11.003, 18.547, -14.720], [-12.202, 18.018, -15.486], [-13.490, 18.678, -15.082], [-11.980, 18.285, -16.930], [-10.059, 18.251, -15.199], [-11.009, 18.229, -13.678], [-10.939, 19.641, -14.675], [-12.202, 16.933, -15.400], [-13.503, 19.756, -15.253], [-13.808, 18.388, -14.086], [-14.250, 18.301, -15.780], [-11.017, 18.341, -16.992], [-16.570, 25.345, -17.563], [-16.278, 24.179, -16.642], [-15.678, 24.621, -15.324], [-17.531, 23.501, -16.422], [-17.149, 25.007, -18.423], [-15.644, 25.658, -18.067], [-17.002, 26.199, -17.051], [-15.599, 23.463, -17.121], [-16.403, 25.118, -14.667], [-14.935, 25.406, -15.499], [-15.327, 23.804, -14.691], [-17.301, 22.583, -16.226]], "lowdin_charge": [-0.354, 0.973, -0.368, 1.730, -0.870, -0.074, -0.006, -0.354, 0.102, -0.698, -0.180, -0.039, 0.142, -0.054, -0.415, -0.039, -0.192, 0.084, 0.094, 0.087, 0.151, 0.082, 0.103, 0.067, 0.077, -0.063, -0.495, -0.069, -0.060, 0.080, 0.077, 0.083, 0.122, 0.084, 0.077, 0.073, 0.042]}